1.
22
Properties=species:S:1:pos:R:3 method="wB97M-V/def2-TZVPD" relative_energy_kj_mol=189.84 e_lumo_ev=3.529 charge=-1 multiplicity=1
C -0.026 -2.251 0.582
C 0.932 -1.308 -0.279
N 0.362 0.020 -0.464
C 1.128 1.068 0.162
C 0.873 1.360 1.741
O -0.379 0.913 2.001
H 0.620 -3.089 0.837
H -0.539 -1.617 1.306
H -0.702 -2.764 -0.094
H 0.930 -1.789 -1.271
H 1.932 -1.338 0.102
H -0.604 0.031 -0.154
H 2.236 0.927 0.144
H 0.944 1.888 -0.561
H 0.929 2.484 1.743
H 1.732 1.140 2.430
H -1.601 1.504 0.920
H -2.123 1.737 -0.534
O -2.334 1.929 0.386
H -1.783 -0.935 -3.328
H -0.943 0.088 -2.474
O -1.583 0.000 -3.196

2.
22
Properties=species:S:1:pos:R:3 method="wB97M-V/def2-TZVPD" relative_energy_kj_mol=58.35 e_lumo_ev=-3.108 charge=+1 multiplicity=1
C 0.534 -1.289 -0.393
O 0.589 -2.184 -1.524
C -0.284 -0.091 -0.871
C -0.231 1.141 0.028
C -1.242 1.018 1.171
O -2.529 0.846 0.546
N 0.283 0.271 -2.255
H 1.547 -0.971 -0.097
H 0.033 -1.780 0.481
H 1.055 -2.964 -1.284
H -1.318 -0.414 -1.098
H -0.484 2.008 -0.577
H 0.774 1.287 0.507
H -1.220 1.960 1.778
H -1.001 0.179 1.796
H -3.241 0.823 1.224
H 1.245 0.707 -2.134
H 0.396 -0.601 -2.811
H -0.316 0.930 -2.771
H 2.443 0.148 2.651
H 1.342 -0.758 3.209
O 1.623 -0.266 2.425

3.
22
Properties=species:S:1:pos:R:3 method="wB97M-V/def2-TZVPD" relative_energy_kj_mol=188.41 e_lumo_ev=-3.982 charge=+1 multiplicity=1
C -0.751 -0.288 1.697
C -0.657 0.593 0.499
C -1.546 1.501 0.143
C 1.476 0.943 -0.701
N 0.506 0.258 -0.269
H -1.281 0.296 2.458
H -1.476 -1.076 1.557
H 0.171 -0.494 2.228
H -1.395 2.235 -0.618
H -2.484 1.729 0.637
H 2.335 0.524 -1.259
H 1.575 2.022 -0.580
H 0.560 -0.746 -0.510
H -2.135 0.284 -2.798
H -1.667 -1.035 -2.205
O -1.876 -0.114 -1.962
H 3.306 0.963 1.767
H 2.280 0.278 2.698
O 2.657 0.254 1.816
H 0.448 -2.706 -2.235
H -0.084 -3.108 -0.909
O 0.040 -2.311 -1.456

4.
22
Properties=species:S:1:pos:R:3 method="wB97M-V/def2-TZVPD" relative_energy_kj_mol=610.93 e_lumo_ev=-7.545 charge=+1 multiplicity=1
C -2.656 -0.589 0.950
C -1.864 -0.061 -0.184
C -1.756 1.313 -0.415
C -1.061 -0.961 -1.060
N -0.298 -0.763 0.144
H -2.716 -1.674 0.969
H -3.665 -0.170 0.905
H -2.246 -0.351 1.915
H -2.162 2.034 0.280
H -1.094 1.665 -1.202
H -1.527 -1.924 -1.242
H -0.502 -0.539 -1.895
H 0.656 -1.193 -0.051
H 0.649 2.284 0.583
H 0.702 0.884 -0.013
O 1.256 1.587 0.325
H 4.511 0.932 0.707
H 2.931 1.144 0.567
O 3.663 0.543 0.454
H 2.885 -0.747 -0.439
H 2.253 -2.169 -0.700
O 2.041 -1.245 -0.598

5.
24
Properties=species:S:1:pos:R:3 method="wB97M-V/def2-TZVPD" relative_energy_kj_mol=0.00 e_lumo_ev=3.273 charge=-1 multiplicity=1
O 1.158 -1.709 -1.074
C 0.852 -1.267 0.062
O 0.532 -1.957 1.065
C 0.792 0.262 0.231
C -0.609 0.758 -0.117
C -0.780 2.254 0.133
N -2.130 2.777 -0.109
H 1.550 0.717 -0.410
H 1.037 0.512 1.265
H -1.355 0.195 0.452
H -0.800 0.531 -1.173
H -0.516 2.463 1.173
H -0.095 2.824 -0.498
H -2.812 2.259 0.433
H -2.372 2.626 -1.079
H 0.993 -3.692 -0.973
H 0.597 -3.862 0.409
O 0.789 -4.424 -0.364
H -0.769 0.125 2.873
H 0.046 -1.166 2.593
O -0.323 -0.601 3.314
H 1.083 0.841 -2.714
H 1.513 -0.598 -2.415
O 1.620 0.132 -3.076

6.
21
Properties=species:S:1:pos:R:3 method="wB97M-V/def2-TZVPD" relative_energy_kj_mol=353.46 e_lumo_ev=-3.814 charge=+1 multiplicity=1
C 2.388 -0.043 -0.307
C -2.821 -0.061 -0.243
C 1.200 -0.262 0.728
C 0.289 0.868 0.746
N 0.516 1.899 -0.046
O -1.540 0.565 -0.465
Si 0.194 -1.985 0.193
H 1.973 -0.324 -1.339
H 2.839 0.925 -0.099
H 3.112 -0.698 0.070
H -2.559 -1.091 0.289
H -3.329 -0.254 -1.102
H -3.323 0.612 0.435
H 1.614 -0.465 1.789
H -0.546 1.046 1.520
H -1.549 1.183 -1.151
H -0.118 2.602 -0.515
H 1.298 1.765 -0.665
H -0.558 -2.044 1.446
H 1.253 -2.900 -0.196
H -0.335 -1.340 -1.089

7.
20
Properties=species:S:1:pos:R:3 method="wB97M-V/def2-TZVPD" smiles=CC(C)[C@H]([NH3+])[SiH3] relative_energy_kj_mol=253.83 e_lumo_ev=-3.406 charge=+1 multiplicity=1
C 1.925 0.209 -0.906
C 0.632 -0.555 -0.441
C 0.634 -1.298 0.847
C -0.470 0.501 -0.420
N -0.400 1.533 0.757
Si -2.215 -0.287 -0.251
H 1.945 1.119 -0.360
H 1.994 0.403 -1.951
H 2.878 -0.469 -0.641
H 0.235 -1.157 -1.167
H 0.620 -0.756 1.817
H -0.145 -1.949 0.797
H 1.631 -1.918 0.904
H -0.578 0.925 -1.413
H -1.276 1.936 0.660
H -0.115 0.960 1.532
H 0.429 2.108 0.602
H -2.586 -1.505 -0.915
H -2.973 0.820 -0.757
H -2.164 -0.620 1.306

8.
21
Properties=species:S:1:pos:R:3 method="wB97M-V/def2-TZVPD" smiles=CCCCS.O.O relative_energy_kj_mol=42.61 e_lumo_ev=0.441 multiplicity=1
C -0.011 2.016 -0.733
C 0.772 0.738 -0.382
C 0.551 0.496 1.134
C 1.357 -0.731 1.608
S 0.900 -1.297 3.285
H -0.019 2.723 0.099
H 0.389 2.481 -1.634
H -1.074 1.814 -0.881
H 1.839 0.892 -0.550
H 0.391 -0.059 -1.007
H -0.524 0.422 1.328
H 0.896 1.372 1.677
H 2.372 -0.373 1.807
H 1.407 -1.458 0.801
H -0.274 -1.803 2.868
O -0.718 -2.118 -0.978
H -0.559 -2.990 -0.592
H -0.613 -1.491 -0.239
O -2.344 0.182 -2.581
H -1.609 -0.430 -2.440
H -3.128 -0.385 -2.589

Kohn-Sham gap (computed, eV): 6.699 10.768 9.426 6.689 9.153 10.681 11.278 9.685